Formula: C11H16BrClINO2PSn
Source: the Open Molecules 2025 dataset
Level of theory: ωB97M-V with the def2-TZVPD basis set

```
35
Properties=species:S:1:pos:R:3:forces:R:3:nbo_charge:R:1
C -0.43955 -2.17867 -0.79668 -2.0 1.5 -2.2 -0.78
C 0.80277 -1.31266 -0.55486 3.1 -3.5 4.6 0.86
H -0.18429 -3.20707 -1.11773 0.4 0.4 0.4 0.36
H -1.11599 -1.72078 -1.61815 1.4 -0.8 1.1 0.30
H -1.10958 -2.18225 0.09254 1.0 0.0 0.0 0.32
O 1.77054 -1.45124 0.12950 -4.8 1.7 -4.5 -0.31
I 2.39631 3.11658 0.28644 -0.2 -1.3 0.2 0.68
Sn -2.04139 0.78926 0.33323 -1.9 0.0 1.3 1.35
P -0.25998 1.00320 -2.24583 0.8 0.5 -3.2 0.76
C 1.41148 1.44770 -2.78960 1.6 -2.1 0.0 -0.94
C -0.62631 -0.06898 -3.69800 0.7 -1.1 0.6 -0.93
H -2.09465 2.59771 -2.63767 0.2 0.0 -0.4 0.25
H -1.04397 2.52178 -4.05332 0.2 -0.4 -0.6 0.28
H -0.56491 3.42257 -2.60318 0.0 -0.2 -0.1 0.25
C -1.04949 2.51447 -2.98215 -1.2 0.8 2.5 -0.90
H -1.61867 -0.45339 -3.65724 -1.0 -0.2 -0.1 0.25
H -0.49045 0.46901 -4.63808 0.0 0.1 0.2 0.28
H 1.49226 1.61967 -3.87511 -0.4 0.2 0.4 0.29
H 2.09256 0.56519 -2.60631 -0.5 0.7 -0.2 0.23
H 0.03742 -0.95115 -3.70554 -0.1 0.3 -0.1 0.24
H 1.84455 2.24537 -2.23815 0.2 0.8 0.1 0.22
C 2.58760 0.88494 0.56632 6.6 0.0 3.8 0.54
O 3.47981 0.34536 1.11884 -5.5 2.2 -3.4 -0.25
Cl -4.26805 -0.16586 0.54658 2.0 0.4 -0.2 -0.52
Br -1.70180 -3.44151 4.74770 0.6 0.9 -0.5 0.21
C -0.71621 -1.91542 4.13223 -0.8 -0.3 -0.3 -0.09
C 0.19150 -1.26831 4.96434 0.4 0.4 -0.1 -0.14
C 0.85536 -0.12682 4.47725 -0.7 -0.5 -0.6 -0.19
C 0.51521 0.31826 3.19176 1.5 1.5 0.4 0.00
N -0.33584 -0.30090 2.39703 -1.0 0.1 -1.0 -0.56
C -0.95507 -1.38092 2.84977 -1.0 -1.0 0.3 -0.02
H 0.36369 -1.63968 5.97851 0.0 0.1 -0.4 0.28
H 1.59466 0.39912 5.06636 -0.1 0.0 0.0 0.27
H 0.93139 1.27341 2.76492 -0.3 -1.0 0.7 0.18
H -1.75089 -1.76799 2.17430 0.6 -0.2 0.8 0.20
```
Forces are in eV/Å.

Computed properties:
LUMO (spin up / spin down), eV: -14.7 / -14.7
E, a.u.: -4520.2509
Net charge: +3
HOMO (spin up / spin down), eV: -17.549 / -17.549
Frontier orbital gap (spin up / spin down), eV: 2.8940 / 2.8947

Formula: C11H16Cl2ILuNO2P
Source: the Open Molecules 2025 dataset
Level of theory: ωB97M-V with the def2-TZVPD basis set

```
35
Properties=species:S:1:pos:R:3:forces:R:3:nbo_charge:R:1
C -0.14359 0.90556 -0.83263 0.1 -0.1 -0.3 -0.76
C -1.48676 1.29249 -0.16350 0.6 0.9 1.5 0.32
H 0.12444 1.70373 -1.53773 0.0 -0.1 0.0 0.29
H -0.23773 -0.04081 -1.45140 -0.2 1.2 0.3 0.19
H 0.66801 0.86517 -0.07393 -0.4 0.2 -0.2 0.24
O -1.57678 2.00571 0.83014 0.2 -1.2 -2.3 -0.48
I -1.60505 -1.32858 1.14782 1.1 -1.3 -0.5 -0.46
Lu 1.18188 -1.55866 -0.54449 -2.3 0.1 0.6 1.85
P -3.00762 0.86629 -1.15659 -0.2 0.1 0.4 1.48
C -4.35068 0.65185 0.00334 -0.3 -0.1 0.1 -0.98
C -3.29174 2.30625 -2.18945 0.0 0.2 -0.2 -0.98
H -1.86539 -0.43191 -2.86049 -0.3 0.1 0.1 0.27
H -3.63305 -0.69895 -2.82113 0.3 0.1 0.1 0.30
H -2.59127 -1.47225 -1.59626 -0.1 0.4 -0.1 0.29
C -2.73361 -0.56472 -2.19939 -0.2 -0.4 -0.3 -1.00
H -2.57861 2.31574 -3.02653 -0.2 0.0 0.2 0.27
H -4.31676 2.25752 -2.58477 0.3 0.1 0.0 0.29
H -5.30362 0.74720 -0.53539 0.2 0.0 0.2 0.28
H -4.27933 1.42563 0.78131 0.0 -0.1 -0.3 0.30
H -3.17085 3.22151 -1.59379 -0.1 -0.2 -0.1 0.29
H -4.29177 -0.33634 0.47962 0.0 0.3 -0.2 0.29
C 0.90245 0.18530 2.14396 1.0 1.1 2.5 0.47
O 1.03162 0.54378 3.22100 -0.5 -0.9 -2.4 -0.43
Cl 1.48961 -1.83757 -2.87952 0.0 0.1 0.5 -0.52
Cl 3.86943 -2.34913 4.44397 0.0 0.0 -0.2 0.13
C 3.93893 -1.73409 2.84405 -0.4 -0.4 0.7 -0.05
C 4.97180 -0.88749 2.46862 0.1 0.1 -0.4 -0.10
C 4.97414 -0.36928 1.17678 0.0 0.2 -0.2 -0.20
C 3.95995 -0.71114 0.29238 -0.5 -0.8 0.7 0.04
N 2.95760 -1.55818 0.68437 1.1 0.1 1.0 -0.70
C 2.92175 -2.05756 1.96652 0.5 0.7 -1.4 0.03
H 5.74988 -0.65251 3.19716 -0.2 0.0 -0.3 0.28
H 5.75187 0.31369 0.85537 0.0 -0.1 0.0 0.27
H 3.90335 -0.34555 -0.74017 0.2 -0.1 0.4 0.24
H 2.06753 -2.67272 2.25076 0.3 0.0 0.0 0.25
```
Forces are in eV/Å.

Computed properties:
LUMO, eV: -7.5
E, a.u.: -3428.4769
Net charge: +2
HOMO, eV: -15.196
Frontier orbital gap, eV: 7.6857

Formula: C11H16Cl3F3OPb
Source: the Open Molecules 2025 dataset
Level of theory: ωB97M-V with the def2-TZVPD basis set

```
35
Properties=species:S:1:pos:R:3:forces:R:3:nbo_charge:R:1
C 1.62657 0.53795 0.53990 -1.0 -0.9 2.8 0.07
C 0.93237 0.34178 1.77036 1.0 0.5 -1.8 -0.15
C -0.29462 1.06442 1.70106 1.2 -0.1 -0.4 0.14
C 1.45487 -0.38353 2.94558 0.1 -0.3 0.4 -0.63
C -0.34674 1.72435 0.43542 2.0 -0.5 -1.5 -0.06
C 0.82868 1.37071 -0.30128 -3.0 1.4 1.2 0.02
C 1.16500 1.83677 -1.65354 0.1 0.1 -0.8 -0.67
C 2.96084 0.00109 0.22986 0.5 -0.3 -0.2 -0.66
C -1.25659 1.19145 2.81007 -0.5 0.0 0.2 -0.66
C -1.43913 2.60763 -0.01960 -0.5 0.2 -0.1 -0.65
Pb -1.25637 -2.88865 -0.55760 -0.9 -1.0 -1.0 1.06
Cl -0.30043 -2.88049 1.84709 0.4 -0.2 1.3 -0.79
Cl 0.67063 -1.77393 -1.82756 0.7 0.3 -0.5 -0.53
Cl -2.61418 -0.77551 -0.28373 -0.5 0.5 0.1 -0.70
H 2.10190 -1.20827 2.62147 -0.1 0.1 0.2 0.22
H 0.62901 -0.83327 3.50489 0.2 0.0 0.0 0.23
H 2.02091 0.27344 3.62907 0.0 -0.1 -0.1 0.17
H -1.40359 0.22389 3.30864 0.0 0.2 -0.1 0.24
H -2.22882 1.54432 2.44988 0.1 -0.1 0.1 0.22
H -0.89969 1.91644 3.56196 0.0 -0.2 -0.1 0.20
H -2.40449 2.09316 0.05920 0.0 0.1 -0.1 0.23
H -1.30361 2.88408 -1.07308 -0.1 0.1 0.3 0.21
H -1.49759 3.52238 0.59349 0.0 0.0 -0.2 0.18
H 0.27043 2.25816 -2.12941 0.3 -0.1 0.0 0.21
H 1.51120 1.02944 -2.32512 0.0 0.5 0.5 0.28
H 1.92127 2.63889 -1.61263 0.0 -0.1 -0.1 0.18
H 3.05618 -1.03497 0.57284 0.0 0.1 0.0 0.23
H 3.73722 0.60190 0.72785 0.0 -0.1 -0.1 0.19
H 3.14862 -0.00709 -0.84712 0.0 0.1 0.1 0.23
O 0.84446 -0.23273 -3.70903 0.0 -0.7 -1.1 -0.67
H 0.73254 -0.95868 -4.37349 0.0 0.6 0.9 0.43
F -4.17590 -4.25149 -2.47892 -1.1 -0.8 -0.8 -0.43
C -2.88179 -4.02532 -2.86265 2.3 2.2 3.0 0.53
F -2.36050 -5.21124 -3.30371 -0.6 -1.0 -1.0 -0.43
F -2.94868 -3.19707 -3.95016 -0.6 -0.3 -1.2 -0.42
```
Forces are in eV/Å.

Computed properties:
LUMO (spin up / spin down), eV: 4.7 / 4.6
E, a.u.: -2377.0112
Net charge: -2
HOMO (spin up / spin down), eV: -0.262 / -0.174
Frontier orbital gap (spin up / spin down), eV: 4.9560 / 4.7526
Energy relative to the best compared isomer or geometry (same formula, charge and spin), kJ/mol: 205.9

> Among the records above, which one has the highest net charge?

C11H16BrClINO2PSn

> net charge of number 3 (C11H16Cl3F3OPb)?

-2

What did the third record say?
Formula: C11H16Cl3F3OPb
Source: the Open Molecules 2025 dataset
Level of theory: ωB97M-V with the def2-TZVPD basis set

```
35
Properties=species:S:1:pos:R:3:forces:R:3:nbo_charge:R:1
C 1.62657 0.53795 0.53990 -1.0 -0.9 2.8 0.07
C 0.93237 0.34178 1.77036 1.0 0.5 -1.8 -0.15
C -0.29462 1.06442 1.70106 1.2 -0.1 -0.4 0.14
C 1.45487 -0.38353 2.94558 0.1 -0.3 0.4 -0.63
C -0.34674 1.72435 0.43542 2.0 -0.5 -1.5 -0.06
C 0.82868 1.37071 -0.30128 -3.0 1.4 1.2 0.02
C 1.16500 1.83677 -1.65354 0.1 0.1 -0.8 -0.67
C 2.96084 0.00109 0.22986 0.5 -0.3 -0.2 -0.66
C -1.25659 1.19145 2.81007 -0.5 0.0 0.2 -0.66
C -1.43913 2.60763 -0.01960 -0.5 0.2 -0.1 -0.65
Pb -1.25637 -2.88865 -0.55760 -0.9 -1.0 -1.0 1.06
Cl -0.30043 -2.88049 1.84709 0.4 -0.2 1.3 -0.79
Cl 0.67063 -1.77393 -1.82756 0.7 0.3 -0.5 -0.53
Cl -2.61418 -0.77551 -0.28373 -0.5 0.5 0.1 -0.70
H 2.10190 -1.20827 2.62147 -0.1 0.1 0.2 0.22
H 0.62901 -0.83327 3.50489 0.2 0.0 0.0 0.23
H 2.02091 0.27344 3.62907 0.0 -0.1 -0.1 0.17
H -1.40359 0.22389 3.30864 0.0 0.2 -0.1 0.24
H -2.22882 1.54432 2.44988 0.1 -0.1 0.1 0.22
H -0.89969 1.91644 3.56196 0.0 -0.2 -0.1 0.20
H -2.40449 2.09316 0.05920 0.0 0.1 -0.1 0.23
H -1.30361 2.88408 -1.07308 -0.1 0.1 0.3 0.21
H -1.49759 3.52238 0.59349 0.0 0.0 -0.2 0.18
H 0.27043 2.25816 -2.12941 0.3 -0.1 0.0 0.21
H 1.51120 1.02944 -2.32512 0.0 0.5 0.5 0.28
H 1.92127 2.63889 -1.61263 0.0 -0.1 -0.1 0.18
H 3.05618 -1.03497 0.57284 0.0 0.1 0.0 0.23
H 3.73722 0.60190 0.72785 0.0 -0.1 -0.1 0.19
H 3.14862 -0.00709 -0.84712 0.0 0.1 0.1 0.23
O 0.84446 -0.23273 -3.70903 0.0 -0.7 -1.1 -0.67
H 0.73254 -0.95868 -4.37349 0.0 0.6 0.9 0.43
F -4.17590 -4.25149 -2.47892 -1.1 -0.8 -0.8 -0.43
C -2.88179 -4.02532 -2.86265 2.3 2.2 3.0 0.53
F -2.36050 -5.21124 -3.30371 -0.6 -1.0 -1.0 -0.43
F -2.94868 -3.19707 -3.95016 -0.6 -0.3 -1.2 -0.42
```
Forces are in eV/Å.

Computed properties:
LUMO (spin up / spin down), eV: 4.7 / 4.6
E, a.u.: -2377.0112
Net charge: -2
HOMO (spin up / spin down), eV: -0.262 / -0.174
Frontier orbital gap (spin up / spin down), eV: 4.9560 / 4.7526
Energy relative to the best compared isomer or geometry (same formula, charge and spin), kJ/mol: 205.9